The following is a DFT calculation (ωB97M-V with the def2-TZVPD basis set) of a cluster of 13 separate species, C46H125N7O22 in total at a distorted geometry.

Summary:
* frontier orbital gap: 9.1 eV
* DFT total energy: -3865.636087 hartree
* energy above the lowest of the compared OMol25 structures with the same formula, charge and spin: 2.743 eV

Geometry as ORCA input:
```
! wB97M-V def2-TZVPD RIJCOSX def2/J DEFGRID3
* xyz 0 1
C 1.101 2.751 -2.613
O 0.960 1.406 -2.399
C 1.877 0.836 -1.484
C 1.661 1.081 0.046
N 0.458 0.355 0.490
C 0.220 0.446 1.914
C -1.181 -0.109 2.371
O -1.199 -0.159 3.779
C -2.140 -1.078 4.284
H 0.823 3.300 -1.714
H 0.457 3.172 -3.385
H 2.056 3.149 -2.958
H 2.904 1.117 -1.719
H 1.842 -0.240 -1.655
H 1.551 2.147 0.246
H 2.538 0.684 0.557
H -0.256 0.747 -0.108
H 0.435 1.436 2.315
H 0.993 -0.226 2.286
H -1.459 -1.046 1.889
H -1.927 0.644 2.118
H -1.982 -2.070 3.862
H -3.124 -0.760 3.939
H -2.016 -1.149 5.364
C -2.231 2.128 -9.514
O -2.935 2.295 -8.265
C -2.229 1.818 -7.183
C -2.979 2.074 -5.797
N -2.539 1.204 -4.721
C -3.576 1.174 -3.668
C -3.761 2.544 -2.912
O -2.611 2.857 -2.130
C -2.868 3.859 -1.111
H -2.239 1.097 -9.866
H -1.292 2.681 -9.529
H -2.777 2.722 -10.247
H -1.247 2.286 -7.110
H -1.963 0.765 -7.269
H -4.058 2.038 -5.950
H -2.786 3.128 -5.600
H -1.720 1.634 -4.315
H -3.380 0.396 -2.930
H -4.522 0.864 -4.112
H -4.693 2.578 -2.348
H -3.887 3.414 -3.556
H -2.004 4.033 -0.470
H -3.700 3.584 -0.462
H -3.068 4.760 -1.690
C 13.417 2.306 -8.161
O 12.130 2.852 -7.909
C 11.470 3.229 -9.093
C 10.032 3.454 -8.878
N 9.294 2.276 -8.444
C 9.324 1.213 -9.419
C 8.509 0.023 -8.923
O 7.104 0.144 -9.125
C 6.356 0.574 -8.000
H 13.928 2.120 -7.216
H 14.015 3.065 -8.665
H 13.437 1.356 -8.695
H 11.689 2.462 -9.835
H 11.904 4.144 -9.496
H 9.601 3.661 -9.858
H 9.681 4.320 -8.317
H 9.885 2.000 -7.673
H 10.348 0.873 -9.569
H 8.985 1.589 -10.384
H 8.815 -0.213 -7.904
H 8.775 -0.847 -9.523
H 6.033 -0.341 -7.503
H 5.415 0.952 -8.400
H 6.834 1.250 -7.292
C 0.515 -1.343 11.494
C 1.413 -2.545 11.021
O 0.645 -3.777 11.024
O -0.005 -1.559 12.811
H -0.277 -1.129 10.776
H 1.216 -0.509 11.529
H 2.183 -2.712 11.775
H 1.976 -2.340 10.111
H -0.232 -3.599 11.372
H -0.669 -2.250 12.754
C 2.261 2.878 7.521
C 3.698 2.480 7.389
O 4.017 1.558 8.449
O 1.789 3.791 6.630
H 2.123 3.269 8.529
H 1.596 2.018 7.601
H 4.423 3.266 7.596
H 3.883 1.918 6.473
H 4.750 1.017 8.146
H 2.237 4.631 6.756
C -8.043 -4.394 -3.371
C -6.605 -4.763 -2.992
O -6.069 -3.902 -1.955
O -9.031 -4.817 -2.411
H -8.243 -4.826 -4.352
H -8.158 -3.315 -3.479
H -6.021 -4.561 -3.891
H -6.444 -5.802 -2.705
H -5.147 -4.065 -1.739
H -9.659 -5.361 -2.891
C 5.398 6.276 -11.047
C 4.167 5.560 -10.465
O 3.718 6.079 -9.277
O 4.893 7.466 -11.662
H 5.919 5.718 -11.825
H 6.181 6.496 -10.321
H 4.568 4.575 -10.226
H 3.344 5.459 -11.172
H 3.388 6.935 -9.560
H 5.355 7.711 -12.467
C -4.335 3.619 7.836
C -5.901 3.834 7.783
O -6.543 3.263 8.870
O -3.666 4.474 6.869
H -3.987 2.602 7.655
H -4.017 3.865 8.849
H -6.229 3.282 6.902
H -6.196 4.866 7.591
H -7.465 3.131 8.638
H -2.758 4.164 6.848
C -0.730 9.281 -3.803
C 0.674 9.818 -4.261
O 1.032 10.982 -3.563
O -1.774 10.201 -3.856
H -0.745 8.807 -2.822
H -1.025 8.522 -4.528
H 0.652 10.201 -5.282
H 1.444 9.089 -4.009
H 1.914 11.168 -3.891
H -1.483 10.959 -3.343
C -7.802 -3.616 9.808
C -8.244 -4.615 10.911
C -9.645 -5.114 10.549
O -9.999 -6.247 11.366
C -11.271 -6.621 11.083
N -7.394 -5.799 10.910
H -7.685 -4.080 8.829
H -6.774 -3.391 10.093
H -8.371 -2.699 9.659
H -8.205 -4.166 11.903
H -9.668 -5.317 9.479
H -10.379 -4.329 10.728
H -11.516 -6.782 10.033
H -11.974 -5.861 11.421
H -11.474 -7.601 11.516
H -7.985 -6.447 11.410
H -7.385 -6.240 10.002
C 9.091 2.448 -3.133
C 9.855 1.156 -2.855
C 9.048 -0.035 -2.402
O 8.149 0.190 -1.350
C 7.701 -1.015 -0.749
N 10.744 0.783 -3.956
H 8.227 2.348 -3.791
H 9.649 3.228 -3.650
H 8.711 2.864 -2.201
H 10.424 1.410 -1.961
H 9.770 -0.789 -2.087
H 8.448 -0.418 -3.227
H 8.457 -1.668 -0.314
H 7.238 -1.678 -1.480
H 6.978 -0.813 0.041
H 11.206 -0.107 -3.833
H 11.491 1.392 -4.258
C 1.328 -5.648 0.173
C -0.153 -5.645 0.612
C -0.206 -5.919 2.127
O 0.351 -7.219 2.466
C 0.123 -7.471 3.851
N -0.781 -4.404 0.252
H 1.213 -5.583 -0.909
H 1.823 -6.550 0.531
H 1.961 -4.844 0.547
H -0.688 -6.497 0.193
H -1.175 -5.874 2.625
H 0.300 -5.109 2.651
H -0.913 -7.382 4.180
H 0.643 -6.699 4.418
H 0.478 -8.440 4.202
H -0.167 -3.815 0.797
H -0.380 -4.298 -0.669
C -9.889 -4.822 3.535
C -8.402 -4.314 3.288
C -7.368 -5.385 3.046
O -7.207 -6.268 4.122
C -6.441 -7.476 3.823
N -8.385 -3.372 2.236
H -10.042 -5.237 4.532
H -10.231 -5.488 2.744
H -10.612 -4.013 3.426
H -8.047 -3.821 4.193
H -6.387 -4.927 2.919
H -7.583 -5.847 2.083
H -5.540 -7.255 3.249
H -7.084 -8.145 3.251
H -6.210 -7.925 4.789
H -7.422 -3.262 1.952
H -8.738 -3.905 1.453
*
```



The following is a DFT calculation (ωB97M-V with the def2-TZVPD basis set) of an isolated molecule of C4H4ClP at a distorted geometry.

Summary:
* frontier orbital gap (alpha / beta): 7.0 / 7.4 eV
* DFT total energy: -956.083241 hartree
* energy above the lowest of the compared OMol25 structures with the same formula, charge and spin: 5.897 eV

Geometry as ORCA input:
```
! wB97M-V def2-TZVPD RIJCOSX def2/J DEFGRID3
* xyz 0 1
C -1.176 -0.706 0.123
C -0.077 -1.448 0.198
C -1.039 0.696 0.068
C 1.760 0.148 -0.471
P 0.628 1.223 0.220
Cl 3.226 -0.312 0.070
H -2.194 -1.224 0.064
H 0.315 -2.357 -0.080
H -1.757 1.568 0.074
H 0.314 2.412 -0.265
*
```



The following is a DFT calculation (ωB97M-V with the def2-TZVPD basis set) of a structure of composition C3H4O5 at a distorted geometry.

Summary:
* frontier orbital gap: 10.2 eV
* DFT total energy: -492.852454 hartree
* energy above the lowest of the compared OMol25 structures with the same formula, charge and spin: 2.645 eV

Geometry as ORCA input:
```
! wB97M-V def2-TZVPD RIJCOSX def2/J DEFGRID3
* xyz 0 1
C 0.104 0.324 -0.674
C 0.969 -0.799 0.008
C -1.325 -0.085 -0.220
H 0.479 1.608 0.809
H 0.223 0.476 -1.834
H 2.379 0.538 0.081
H -2.413 -0.657 1.384
O 0.514 1.580 -0.280
O 2.148 -0.376 0.279
O 0.645 -1.942 0.187
O -1.781 0.376 1.003
O -1.942 -1.044 -0.744
*
```



The following is a DFT calculation (ωB97M-V with the def2-TZVPD basis set) of an isolated molecule of C4H11NO2 at a distorted geometry.

Summary:
* SMILES string: C[C@@H](O)CNCO
* frontier orbital gap: 10.1 eV
* DFT total energy: -364.195164 hartree
* energy above the lowest of the compared OMol25 structures with the same formula, charge and spin: 1.987 eV

Geometry as ORCA input:
```
! wB97M-V def2-TZVPD RIJCOSX def2/J DEFGRID3
* xyz 0 1
C -0.636 0.328 -0.262
C -1.009 -1.108 0.124
C -2.527 -1.206 0.307
O -0.439 -2.024 -0.779
N 0.905 0.446 -0.335
C 1.341 1.431 0.609
O 2.510 2.172 0.175
H -0.927 0.935 0.590
H -0.994 0.777 -1.186
H -0.473 -1.295 1.056
H -3.022 -0.711 1.143
H -2.733 -2.275 0.471
H -3.026 -0.920 -0.622
H -0.855 -2.882 -0.875
H 1.231 -0.480 -0.112
H 0.592 2.221 0.778
H 1.572 1.090 1.628
H 2.123 2.717 -0.502
*
```